Here is an isolated molecule of C22H27NO4 from the OMol25 dataset. Energies are from ωB97M-V/def2-TZVPD.

The energy relative to the best compared isomer or geometry (same formula, charge and spin) comes out at 44.7 kcal per mole. The SMILES is COc1ccccc1C(=O)[C@H]1CCCN(Cc2cccc(OCCO)c2)C1. For the total energy, the calculation gives -32931.6679 eV. Its net charge is 0. The lowest unoccupied orbital energy comes out at 0.6 eV.

The geometry in XYZ format:
```
54
C22H27NO4 ωB97M-V/def2-TZVPD
C -2.360 -2.387 -2.427
H -1.425 -2.204 -2.967
O -2.362 -1.769 -1.162
C -1.491 -2.216 -0.213
C -0.478 -3.134 -0.466
C 0.353 -3.564 0.554
C 0.169 -3.113 1.848
C -0.847 -2.213 2.110
C -1.667 -1.736 1.095
C -2.689 -0.709 1.463
O -3.445 -0.863 2.394
C -2.582 0.573 0.679
C -1.233 1.234 1.057
N -0.979 2.454 0.331
C -2.048 3.410 0.558
C -3.447 2.871 0.227
C -3.706 1.563 0.973
H -4.667 1.138 0.676
H -3.743 1.747 2.049
H -3.531 2.701 -0.849
H -4.193 3.617 0.504
H -1.840 4.309 -0.028
H -2.013 3.680 1.619
C -0.657 2.260 -1.076
C 0.470 1.281 -1.253
C 1.626 1.413 -0.502
C 2.664 0.491 -0.620
C 2.542 -0.569 -1.511
C 1.393 -0.686 -2.274
C 0.361 0.225 -2.149
H -0.531 0.121 -2.749
H 1.310 -1.505 -2.973
H 3.326 -1.300 -1.620
O 3.746 0.718 0.177
C 4.841 -0.176 0.119
C 5.884 0.347 1.109
O 5.421 0.293 2.431
H 4.575 0.756 2.461
H 6.149 1.376 0.831
H 6.779 -0.277 1.067
H 4.525 -1.185 0.413
H 5.268 -0.205 -0.891
H 1.724 2.226 0.198
H -0.351 3.238 -1.467
H -1.520 1.920 -1.672
H -0.410 0.537 0.882
H -1.252 1.483 2.123
H -2.557 0.328 -0.385
H -1.017 -1.852 3.114
H 0.806 -3.461 2.645
H 1.142 -4.267 0.330
H -0.324 -3.518 -1.462
H -2.528 -3.465 -2.346
H -3.186 -1.935 -2.974
```

Atom charges from the Mulliken analysis, given in e for atoms 1 to 4: -1.05, 0.35, -0.30, 1.18